[1]
A molecular structure, C79H66Br3N13O26 at a distorted geometry, computed with ωB97M-V with the def2-TZVPD basis set.

Element x y z (Å)
C 5.01 -3.27 -1.12
Br 6.38 -3.79 -2.42
Br 3.20 -3.84 -1.81
Br 5.16 -1.29 -0.80
H 5.24 -3.79 -0.19
C 5.49 5.98 6.39
C 5.45 5.70 5.01
C 4.74 4.58 4.60
C 4.01 3.73 5.45
C 4.10 4.03 6.84
C 4.80 5.17 7.30
N 3.32 2.48 5.03
O 3.13 2.18 3.82
O 2.87 1.88 5.97
H 6.06 6.83 6.73
H 6.01 6.31 4.33
H 4.81 4.31 3.56
H 3.58 3.46 7.60
H 4.82 5.50 8.32
C 1.22 4.31 2.97
C 1.89 4.64 1.82
C 2.53 5.88 1.84
C 2.53 6.72 2.92
C 1.91 6.30 4.09
C 1.26 5.10 4.12
N 3.26 8.00 2.95
O 3.31 8.62 4.01
O 3.78 8.40 1.87
H 0.65 3.40 2.97
H 1.74 4.01 0.96
H 3.01 6.10 0.89
H 2.03 6.95 4.94
H 0.68 4.69 4.93
C 5.05 -1.75 2.94
C 5.10 -3.13 2.93
C 4.16 -3.91 3.58
C 3.22 -3.23 4.32
C 3.20 -1.82 4.51
C 4.14 -1.13 3.79
N 2.09 -4.02 4.88
O 1.14 -3.46 5.37
O 2.16 -5.21 4.83
H 5.79 -1.15 2.43
H 5.93 -3.62 2.43
H 4.30 -4.97 3.69
H 2.49 -1.26 5.10
H 4.11 -0.05 3.88
C -3.72 5.84 4.22
C -4.66 4.92 3.82
C -4.53 4.36 2.53
C -3.45 4.78 1.71
C -2.55 5.70 2.16
C -2.64 6.23 3.41
N -3.25 4.02 0.47
O -4.09 3.36 -0.09
O -2.11 4.02 0.05
H -3.72 6.28 5.21
H -5.54 4.63 4.38
H -5.15 3.59 2.09
H -1.64 5.94 1.63
H -1.93 6.92 3.85
C 0.80 3.56 -2.13
C 2.16 3.24 -2.33
C 3.13 4.20 -2.32
C 2.77 5.52 -1.97
C 1.45 5.88 -1.71
C 0.50 4.91 -1.83
N 3.83 6.60 -2.02
O 3.40 7.76 -1.88
O 5.02 6.32 -2.27
H 0.01 2.84 -2.27
H 2.45 2.24 -2.61
H 4.18 4.01 -2.52
H 1.14 6.91 -1.55
H -0.53 5.23 -1.71
C -2.55 -1.45 -7.93
C -1.70 -1.72 -6.88
C -0.92 -0.69 -6.35
C -1.03 0.61 -6.86
C -1.81 0.82 -8.02
C -2.57 -0.20 -8.56
N -0.26 1.74 -6.34
O -0.56 2.86 -6.70
O 0.47 1.44 -5.43
H -3.24 -2.18 -8.33
H -1.67 -2.71 -6.44
H -0.40 -0.92 -5.44
H -1.86 1.78 -8.51
H -3.19 -0.13 -9.44
C -1.31 -7.61 1.69
C -1.81 -6.60 2.50
C -1.13 -5.32 2.52
C -0.02 -5.15 1.69
C 0.41 -6.19 0.79
C -0.30 -7.43 0.79
N 0.73 -3.87 1.69
O 0.31 -2.87 2.26
O 1.67 -3.78 0.96
H -1.89 -8.52 1.67
H -2.61 -6.83 3.19
H -1.55 -4.56 3.16
H 1.24 -6.02 0.13
H -0.02 -8.13 0.02
C -1.75 1.45 3.69
C -1.23 0.27 4.11
C -0.52 0.23 5.27
C -0.34 1.40 6.06
C -0.97 2.58 5.68
C -1.65 2.60 4.47
N 0.36 1.31 7.38
O 0.34 0.23 7.96
O 0.82 2.32 7.95
H -2.35 1.49 2.80
H -1.38 -0.62 3.52
H -0.05 -0.72 5.43
H -0.93 3.44 6.34
H -2.20 3.43 4.04
C 3.57 0.07 -5.77
C 3.18 -0.17 -7.06
C 2.47 -1.40 -7.34
C 2.35 -2.43 -6.38
C 2.88 -2.17 -5.15
C 3.40 -0.97 -4.80
N 1.84 -3.82 -6.74
O 1.45 -3.95 -7.93
O 1.68 -4.66 -5.84
H 3.92 1.02 -5.37
H 3.44 0.55 -7.82
H 2.28 -1.59 -8.38
H 2.88 -2.89 -4.35
H 3.76 -0.77 -3.80
C -0.08 -6.10 -3.38
C -0.58 -4.98 -2.71
C -1.72 -5.13 -1.90
C -2.42 -6.31 -1.82
C -1.97 -7.41 -2.56
C -0.78 -7.32 -3.29
N -3.62 -6.42 -0.98
O -4.06 -5.46 -0.43
O -4.04 -7.55 -0.85
H 0.72 -6.01 -4.10
H -0.11 -4.01 -2.75
H -2.12 -4.21 -1.50
H -2.46 -8.36 -2.40
H -0.46 -8.15 -3.90
C -3.30 -0.63 0.25
C -2.72 -1.88 0.61
C -3.54 -2.84 1.13
C -4.91 -2.63 1.28
C -5.46 -1.43 0.84
C -4.68 -0.45 0.32
N -5.76 -3.62 2.02
O -5.14 -4.55 2.49
O -6.97 -3.37 2.11
H -2.77 0.19 -0.21
H -1.68 -2.06 0.42
H -3.15 -3.80 1.44
H -6.50 -1.14 0.92
H -5.13 0.46 -0.06
C 1.08 0.47 1.39
C 0.06 1.21 0.71
C -0.24 0.85 -0.60
C 0.48 -0.16 -1.26
C 1.46 -0.91 -0.59
C 1.79 -0.57 0.73
N 0.07 -0.53 -2.58
O 0.64 -1.50 -3.08
O -0.91 0.03 -3.11
H 1.44 0.83 2.34
H -0.49 2.03 1.14
H -1.02 1.41 -1.09
H 1.95 -1.74 -1.08
H 2.65 -0.99 1.23
C -4.17 -1.87 -2.94
C -3.83 -1.37 -4.21
C -4.72 -1.37 -5.29
C -5.98 -1.99 -5.12
C -6.30 -2.54 -3.83
C -5.40 -2.50 -2.78
N -6.90 -2.19 -6.20
O -7.91 -2.87 -6.04
O -6.57 -1.80 -7.36
H -3.48 -1.80 -2.11
H -2.83 -0.95 -4.26
H -4.55 -0.79 -6.18
H -7.11 -3.23 -3.67
H -5.64 -2.93 -1.83

Summary:
Lowest unoccupied orbital energy (alpha / beta) = 0.36 / 0.36 eV
Net charge = -1
Electronic energy = -365691.054 eV
Multiplicity = 2

Results of the Löwdin charge analysis, in e, for atoms 1 through 6:
1. C -1.413
2. Br 0.532
3. Br 0.664
4. Br 0.559
5. H -0.037
6. C -0.066

[2]
A single C7H10 molecule at a distorted geometry, computed with ωB97M-V with the def2-TZVPD basis set.

Element x y z (Å)
C -1.63 -1.24 -0.06
C -0.36 -0.71 -0.65
C 0.07 0.77 -0.67
C -0.74 1.90 -0.08
C 0.58 -0.17 0.31
C 1.37 -0.28 1.35
C 2.54 -0.74 0.90
H -2.47 -1.08 -0.74
H -1.51 -2.31 0.13
H -1.82 -0.75 0.90
H 0.09 -1.28 -1.47
H 0.74 1.02 -1.50
H -0.08 2.75 0.11
H -1.54 2.20 -0.75
H -1.16 1.58 0.88
H 2.51 -1.01 -0.16
H 3.50 -0.71 1.37

Summary:
Lowest unoccupied orbital energy = 0.36 eV
Energy above the lowest of the compared OMol25 structures with the same formula, charge and spin = 491.0 kJ/mol
Net charge = 0
Electronic energy = -7415.946 eV

Results of the Löwdin charge analysis, in e, for atoms 1 through 6:
1. C -0.050
2. C -0.220
3. C -0.221
4. C -0.052
5. C -0.255
6. C -0.014